Entry from the OMol25 dataset: C8H10N2O as an isolated structure in a non-equilibrium geometry (ωB97M-V with the def2-TZVPD basis set).

```
! wB97M-V def2-TZVPD RIJCOSX def2/J DEFGRID3
* xyz 2 1
C -3.551 0.310 0.030
C -2.383 0.631 0.838
C -3.252 -0.583 -0.963
C -1.493 -0.087 0.102
C 1.815 -1.187 -1.339
C 2.604 -0.222 -0.588
C 0.496 -0.302 0.263
C 2.350 1.359 1.240
N 0.641 -1.274 -0.727
N 1.846 0.294 0.271
O -1.856 -0.822 -0.879
H -4.513 0.659 0.348
H -2.220 1.456 1.534
H -3.809 -0.970 -1.858
H 2.065 -1.938 -2.136
H 3.660 -0.058 -0.882
H 0.355 -0.463 1.359
H 3.088 1.845 0.637
H 1.538 2.179 1.539
H 2.794 0.960 2.208
H -0.174 -1.786 -0.999
*
```

Results
relative energy (zero: lowest compared OMol25 entry of this formula, charge and spin)	70.61	kcal per mole

Entry from the OMol25 dataset: one molecule with the formula C8H10N2O3S in a non-equilibrium geometry (ωB97M-V with the def2-TZVPD basis set).

```
! wB97M-V def2-TZVPD RIJCOSX def2/J DEFGRID3
* xyz 0 1
C 0.087 -0.501 2.654
C -1.093 -0.471 2.077
C 0.512 -0.425 0.446
C -1.432 1.269 -3.424
C -1.772 -0.490 -1.547
C -2.082 -0.400 -0.044
C -1.068 0.614 -2.310
C 2.496 -0.678 1.973
N 1.102 -0.506 1.752
N -1.036 -0.398 0.687
O 0.987 0.725 -0.286
O 1.260 -0.514 -2.524
O 1.059 1.973 -2.410
S 0.647 0.661 -2.013
H 0.261 -0.632 3.647
H -2.033 -0.570 2.498
H 0.839 -1.287 -0.176
H -2.388 1.071 -3.876
H -0.771 1.959 -4.065
H -1.131 -1.444 -1.699
H -2.744 -0.779 -2.011
H 2.913 0.215 2.279
H 2.734 -1.519 2.456
H 2.890 -0.899 0.933
*
```

Results
relative energy (zero: lowest compared OMol25 entry of this formula, charge and spin)	126.81	kcal per mole

Entry from the OMol25 dataset: one molecule with the formula C8H10N2O3S in a non-equilibrium geometry (ωB97M-V with the def2-TZVPD basis set).

```
! wB97M-V def2-TZVPD RIJCOSX def2/J DEFGRID3
* xyz 0 1
C 2.281 0.026 -0.372
C 1.682 1.190 -0.231
C 0.271 -0.543 0.440
C -2.873 1.585 -1.150
C -1.796 1.646 1.145
C -0.439 1.953 0.599
C -2.396 1.001 -0.040
C 2.071 -2.241 0.583
N 1.521 -1.006 -0.004
N 0.376 0.917 0.248
O -0.677 -1.136 -0.414
O -2.480 -1.394 1.272
O -2.953 -1.384 -1.166
S -2.280 -0.832 -0.027
H 3.232 -0.204 -0.810
H 1.769 2.196 -0.605
H -0.045 -0.884 1.495
H -2.734 2.694 -1.329
H -3.108 0.911 -1.961
H -1.794 0.968 2.039
H -2.357 2.555 1.195
H 1.956 -2.341 1.697
H 1.394 -3.009 0.230
H 3.217 -2.364 0.322
*
```

Results
relative energy (zero: lowest compared OMol25 entry of this formula, charge and spin)	115.83	kcal per mole

Entry from the OMol25 dataset: one molecule with the formula C8H10N2S2 in a non-equilibrium geometry (ωB97M-V with the def2-TZVPD basis set).

```
! wB97M-V def2-TZVPD RIJCOSX def2/J DEFGRID3
* xyz 0 1
C 2.532 -0.893 2.168
S 1.352 0.597 2.565
C -0.061 0.261 1.550
C -0.603 1.673 1.170
S -1.215 -1.131 1.870
C -0.121 -0.839 0.397
C -0.682 -0.382 -0.878
C 0.201 -0.216 -1.976
C -0.472 0.089 -3.190
N -1.773 0.214 -3.261
N -2.516 0.348 -2.204
C -2.020 0.017 -1.063
H 2.135 -1.195 1.142
H 2.538 -1.734 2.758
H 3.509 -0.454 1.962
H -1.279 2.260 1.782
H -1.025 1.596 0.184
H 0.308 2.192 0.908
H 0.635 -1.661 0.363
H 1.218 -0.541 -1.941
H 0.128 -0.141 -4.046
H -2.791 -0.060 -0.261
*
```

Results
relative energy (zero: lowest compared OMol25 entry of this formula, charge and spin)	90.57	kcal per mole
SMILES	CS[C@]1(C)S[C@H]1c1ccnnc1

Entry from the OMol25 dataset: C8H10N2SSr as an isolated structure in a non-equilibrium geometry (ωB97M-V with the def2-TZVPD basis set).

```
! wB97M-V def2-TZVPD RIJCOSX def2/J DEFGRID3
* xyz -2 1
C -0.430 1.043 -1.765
C 0.922 1.160 -1.556
C 1.129 2.152 -0.621
C -0.107 2.646 -0.247
C -1.072 1.959 -0.961
Sr -0.490 -0.143 0.509
N -2.397 -0.866 -0.297
C 0.279 -2.403 -0.043
C 1.342 -2.115 -0.821
H 2.154 2.566 -0.277
H 1.739 0.572 -2.122
H -0.308 3.532 0.476
H -2.217 2.122 -0.913
H -0.952 0.298 -2.482
H 1.272 -1.944 -1.945
H -0.011 -2.326 1.061
H -2.994 -1.679 -0.677
H 2.496 -2.246 -0.549
H -0.362 -3.388 -0.405
S 0.088 -0.047 5.988
C -0.006 -0.344 4.418
N -0.075 -0.548 3.228
*
```

Entry from the OMol25 dataset: an isolated ion of composition C8H10N3 and charge +1 in a non-equilibrium geometry (ωB97M-V with the def2-TZVPD basis set).

```
! wB97M-V def2-TZVPD RIJCOSX def2/J DEFGRID3
* xyz 1 1
C -0.705 1.327 -1.744
N -0.180 2.437 -1.811
C 1.141 2.468 -1.240
C 1.441 0.970 -0.917
N 0.187 0.267 -1.204
N -0.357 -0.572 0.055
C 0.166 -0.479 1.264
C -0.341 -1.324 2.217
C -1.187 -2.340 1.861
C -1.859 -2.207 0.723
C -1.410 -1.324 -0.275
H -1.792 1.159 -2.076
H 0.958 3.126 -0.470
H 1.809 2.824 -2.035
H 2.005 0.590 -1.687
H 1.759 0.876 0.071
H 0.802 0.303 1.689
H -0.168 -1.340 3.300
H -1.743 -2.849 2.545
H -2.766 -2.743 0.461
H -2.040 -1.273 -1.160
*
```

Results
relative energy (zero: lowest compared OMol25 entry of this formula, charge and spin)	61.72	kcal per mole
SMILES	C1=NCCN1[n+]1ccccc1

Entry from the OMol25 dataset: a 2-piece molecular cluster, C8H10N3OS overall in a non-equilibrium geometry (ωB97M-V with the def2-TZVPD basis set).

```
! wB97M-V def2-TZVPD RIJCOSX def2/J DEFGRID3
* xyz 1 1
C 3.972 1.400 -0.065
C 2.856 1.836 0.700
C 4.000 0.075 -0.421
C 1.755 0.976 0.836
C 2.964 -0.819 -0.242
C 1.831 -0.326 0.391
C -5.047 0.775 0.166
C -3.851 -1.198 -0.307
N -0.476 -0.966 -0.703
N -4.964 -0.522 -0.336
N -2.830 -1.750 -0.251
O -5.977 1.487 0.292
S 0.311 -1.282 0.674
H 4.886 1.801 -0.413
H 2.597 2.748 1.162
H 4.864 -0.194 -0.844
H 0.911 1.473 1.214
H 3.114 -1.842 -0.441
H -4.022 1.173 0.532
H -5.772 -1.031 -0.440
H -1.498 -1.067 -0.787
H -0.120 -0.161 -1.154
H 0.497 -2.583 0.438
*
```

Results
relative energy (zero: lowest compared OMol25 entry of this formula, charge and spin)	63.08	kcal per mole

Entry from the OMol25 dataset: a 2-piece molecular cluster, C8H10N4S overall in a non-equilibrium geometry (ωB97M-V with the def2-TZVPD basis set).

```
! wB97M-V def2-TZVPD RIJCOSX def2/J DEFGRID3
* xyz 2 1
C 0.712 0.594 2.865
C 1.528 0.279 1.825
C -0.074 -1.288 2.155
C -0.114 2.165 -0.901
C -0.817 1.105 -0.355
C -0.266 0.501 -2.378
C 1.593 -1.718 0.380
C -1.626 -1.188 -1.208
N -0.247 -0.348 3.002
N 1.133 -1.015 1.344
N 0.273 1.754 -2.139
N -0.901 0.113 -1.260
S 2.003 -2.750 -0.691
H 0.984 1.446 3.482
H 2.545 0.466 1.505
H -0.853 -2.023 1.889
H 0.397 2.937 -0.366
H -1.358 1.124 0.631
H -0.329 -0.154 -3.272
H -0.880 -1.972 -1.021
H -2.393 -1.085 -0.505
H -2.062 -1.322 -2.176
H 0.749 2.378 -2.806
*
```

Results
relative energy (zero: lowest compared OMol25 entry of this formula, charge and spin)	0.00	kcal per mole

Entry from the OMol25 dataset: an isolated ion of composition C8H10NO2 and charge -1 in a non-equilibrium geometry (ωB97M-V with the def2-TZVPD basis set).

```
! wB97M-V def2-TZVPD RIJCOSX def2/J DEFGRID3
* xyz -1 1
C -2.430 -1.703 -0.047
C -1.302 -0.652 -0.044
C -1.773 0.696 -0.074
O -2.983 1.032 -0.081
N -0.823 1.775 -0.163
C 0.410 1.524 0.485
C 1.099 0.240 0.034
C 2.163 0.083 -1.016
C 2.493 -0.109 0.402
C -0.005 -1.067 0.046
O 0.454 -2.188 0.166
H -2.266 -2.603 -0.580
H -3.297 -1.065 -0.396
H -2.741 -1.973 1.033
H -1.264 2.651 -0.196
H 0.371 1.497 1.655
H 1.263 2.255 0.162
H 2.660 0.911 -1.573
H 2.182 -0.801 -1.653
H 2.819 -1.094 0.850
H 2.969 0.591 0.991
*
```

Results
relative energy (zero: lowest compared OMol25 entry of this formula, charge and spin)	0.00	kcal per mole
SMILES	CC1=C([O-])NCC2(CC2)C1=O

Entry from the OMol25 dataset: an isolated ion of composition C8H10NO2 and charge -1 in a non-equilibrium geometry (ωB97M-V with the def2-TZVPD basis set).

```
! wB97M-V def2-TZVPD RIJCOSX def2/J DEFGRID3
* xyz -1 1
C -1.473 -3.193 -0.692
C -0.479 -1.259 -2.794
C 1.495 0.860 -1.061
C -0.758 0.244 -0.533
C 1.509 -0.400 -0.248
C -0.272 -1.081 -1.192
C 0.526 0.684 0.053
C 0.481 1.436 1.335
N -0.540 -2.319 -0.527
O -0.955 -0.241 -3.289
O -0.091 -2.292 -3.331
H -1.387 -4.033 0.122
H -2.394 -2.898 -1.150
H 2.247 1.638 -0.970
H 0.949 0.903 -2.052
H -1.110 0.895 -1.295
H -1.530 0.084 0.182
H 2.299 -0.964 0.271
H -0.074 2.381 1.257
H 1.494 1.601 1.602
H -0.033 0.820 2.078
*
```

Results
relative energy (zero: lowest compared OMol25 entry of this formula, charge and spin)	77.03	kcal per mole

Sequential calculated total energy output: -494.7472; -1044.0669; -1044.0844; -1216.6085; -849.0267; -474.7293; -948.1822; -927.3445; -516.0738; -515.9511 a.u.
Sequential molar mass output: 150.18; 214.25; 214.25; 198.32; 253.87; 148.19; 196.26; 194.26; 152.17; 152.17 Da